Here is a cluster of 3 separate species, C12H33O5PSi in total from the OMol25 dataset. Energies are from wB97M-V/def2-TZVPD.

```
52
Properties=species:S:1:pos:R:3
C 2.188 -0.197 0.879
C 0.767 -0.060 0.392
O 0.021 0.702 1.373
P -1.333 1.447 0.974
O -1.592 1.462 -0.480
C -2.634 0.720 1.972
C -4.007 0.876 1.280
Si -4.236 -0.237 -0.242
O -1.180 2.880 1.654
C -0.210 3.793 1.104
C -0.883 4.870 0.267
H 2.789 -0.705 0.122
H 2.235 -0.759 1.812
H 2.618 0.794 1.047
H 0.710 0.455 -0.569
H 0.278 -1.033 0.284
H -2.611 1.208 2.950
H -2.386 -0.334 2.137
H -4.789 0.642 2.008
H -4.160 1.917 0.977
H -4.289 0.563 -1.476
H -3.109 -1.195 -0.316
H -5.509 -0.987 -0.109
H 0.520 3.230 0.512
H 0.323 4.215 1.958
H -0.891 4.601 -0.790
H -0.379 5.831 0.388
H -1.920 4.987 0.590
C -2.558 -0.020 -5.744
C -2.693 -0.079 -4.231
C -1.375 -0.402 -3.550
O -3.707 -1.011 -3.852
H -2.226 -0.988 -6.131
H -3.515 0.223 -6.206
H -1.825 0.731 -6.043
H -3.061 0.881 -3.861
H -1.015 -1.383 -3.879
H -1.500 -0.410 -2.470
H -0.615 0.340 -3.799
H -3.425 -1.886 -4.140
C 6.255 -3.518 2.451
C 5.042 -2.605 2.372
C 4.364 -2.442 3.722
O 4.119 -3.069 1.387
H 5.953 -4.516 2.781
H 6.729 -3.610 1.475
H 6.989 -3.136 3.162
H 5.354 -1.625 2.004
H 4.011 -3.411 4.086
H 3.506 -1.775 3.646
H 5.055 -2.036 4.463
H 3.805 -3.938 1.660
```

HOMO in eV: -9.92
Orbital gap in eV: 10.69
Charge: 0
SMILES string: CCOP(=O)(CC[SiH3])OCC.CC(C)O.CC(C)O
Energy relative to the best compared isomer or geometry (same formula, charge and spin) in kJ/mol: 0.0
Lowest unoccupied orbital energy in eV: 0.774